This record from the Open Molecules 2025 dataset describes a molecular structure, C7H12ClGaI2NOPS. The level of theory is ωB97M-V/def2-TZVPD.

Geometry as ORCA input:
```
! RIJCOSX wB97M-V def2-TZVPD def2/J DEFGRID3
* xyz 2 1
I -2.96 2.91 2.05
I -0.73 -0.50 3.25
Ga -1.77 0.76 1.34
P 0.01 1.48 -0.17
C 1.79 1.64 0.23
C 0.05 0.77 -1.86
H -1.48 3.27 -0.86
H 0.24 3.55 -1.37
H -0.27 3.84 0.33
C -0.42 3.21 -0.55
H -0.98 0.53 -2.16
H 0.48 1.50 -2.56
H 2.22 2.44 -0.39
H 2.33 0.70 0.04
H 0.65 -0.15 -1.89
H 1.89 1.91 1.28
C 2.07 -0.97 2.09
O 2.45 -1.97 2.52
Cl -3.14 -0.31 0.02
S 0.87 -3.73 -1.07
C -0.69 -4.15 -0.41
C -1.19 -3.07 0.30
N -0.36 -1.97 0.35
C 0.74 -2.16 -0.32
H -1.18 -5.10 -0.55
H -2.16 -3.04 0.79
H 1.52 -1.40 -0.45
*
```

- strongest force on any atom (eV Å⁻¹) = 3.2
- Kohn-Sham gap (spin up / spin down) (eV) = 4.388 / 3.867
- lowest unoccupied orbital energy (spin up / spin down) (Eh) = -0.41271 / -0.43217
- ΔE to the lowest compared entry with this formula, charge and spin (kcal/mol) = 0.00
- HOMO (spin up / spin down) (eV) = -15.619 / -15.627
- DFT total energy (eV) = -112198.590